C24H29N3O5S | ωB97M-V with the def2-TZVPD basis set

Each line ends with the Löwdin charge.
Cartesian coordinates (Å):
H1 -1.01 -3.40 4.50  0.10
C1 -1.50 -0.37 -0.98  0.01
N1 -1.81 -2.69 -0.35  -0.06
H2 2.26 -0.32 -0.16  0.11
H3 -3.64 -3.24 1.55  0.14
N2 -1.83 -4.19 2.04  -0.11
C2 3.23 0.13 0.13  -0.19
C3 0.64 3.42 -1.50  -0.16
H4 -3.51 -3.74 -0.85  0.12
H5 -2.79 -7.99 4.34  0.10
C4 -1.49 4.52 -1.48  0.01
H6 4.90 -0.42 -2.60  0.13
H7 -2.74 -6.65 2.31  0.11
H8 -3.62 -5.00 1.32  0.11
H9 -2.05 -4.74 -0.59  0.13
C5 -2.40 -6.98 4.38  -0.09
C6 -2.10 3.29 -1.33  -0.01
C7 -1.39 -4.41 4.44  -0.03
H10 -3.17 3.25 -1.27  0.12
H11 -1.92 -7.07 6.47  0.10
C8 4.05 -0.01 -2.05  -0.18
C9 -2.63 -3.88 -0.23  -0.12
H12 -1.59 -2.10 2.31  0.14
H13 -0.13 -3.12 2.54  0.12
H14 -0.03 -3.62 0.15  0.13
C10 -2.05 0.84 -1.11  -0.02
H15 -0.61 7.18 -0.89  0.10
C11 -1.88 -4.91 3.24  -0.23
H16 4.05 2.11 0.41  0.13
O1 0.62 5.73 -1.73  -0.08
O2 2.78 3.95 -2.95  -0.26
H17 -0.04 -1.86 0.42  0.10
C12 -2.37 -1.56 -0.86  -0.46
H18 -3.13 0.90 -1.08  0.12
C13 -1.04 -2.99 1.95  -0.15
C14 -1.90 -6.47 5.57  -0.11
H19 0.65 1.32 -1.34  0.10
S1 2.43 3.60 -1.61  0.71
H20 -0.72 7.01 -2.67  0.10
C15 -0.64 -2.77 0.49  -0.13
C16 3.13 1.65 0.03  -0.18
C17 -1.40 -5.18 5.59  -0.09
H21 4.95 1.95 -1.89  0.14
O3 2.89 4.41 -0.53  -0.26
C18 -0.05 6.97 -1.81  -0.05
H22 0.74 7.71 -1.93  0.10
H23 2.29 2.03 0.61  0.13
H24 -1.01 -4.77 6.51  0.10
C19 -3.03 -4.10 1.23  -0.13
O4 -3.53 -1.55 -1.26  0.05
C20 -0.10 4.61 -1.57  -0.26
H25 3.12 -0.45 -2.42  0.13
H26 -0.44 -0.52 -1.02  0.09
C21 -2.38 -6.22 3.23  -0.03
C22 0.03 2.20 -1.36  0.01
H27 -2.10 5.41 -1.54  0.11
N3 2.91 2.00 -1.36  -0.26
H28 3.77 1.81 -3.22  0.12
O5 4.25 -0.38 -0.70  -0.12
C23 -1.36 2.11 -1.27  -0.20
H29 3.48 -0.18 1.14  0.13
C24 3.99 1.51 -2.20  -0.17

Output
- HOMO: -7.983 eV
- Energy above the lowest of the compared OMol25 structures with the same formula, charge and spin: 79.0 kcal per mole
- SMILES: COc1ccc(/C=C/C(=O)N2CCN(c3ccccc3)CC2)cc1S(=O)(=O)N1CCOCC1
- LUMO level: 0.01 eV


C15H37Cl2N7O20 | ωB97M-V with the def2-TZVPD basis set

Each line ends with the Löwdin charge.
Cartesian coordinates (Å):
H1 -4.47 0.05 -5.55  0.09
O1 -1.97 0.16 -4.46  0.11
O2 -1.25 2.23 -5.01  0.02
H2 -3.57 -0.30 3.04  0.08
C1 -4.15 -0.34 2.12  0.04
H3 -3.93 0.53 1.51  0.08
H4 -1.83 -2.14 3.90  0.08
C2 4.47 -1.03 -3.83  0.05
C3 -3.40 2.84 -0.40  -0.64
H5 4.56 -2.11 -3.79  0.10
N1 -3.73 -1.55 1.38  -0.43
H6 2.52 4.35 -2.40  0.11
O3 2.57 -1.01 4.84  0.09
H7 0.83 1.76 3.40  0.11
C4 -0.23 2.14 -4.00  -0.06
H8 -0.13 1.12 -3.66  0.05
H9 1.07 1.02 1.78  0.05
C5 -3.53 1.16 -2.02  -0.04
O4 2.03 4.43 0.45  0.06
C6 0.82 -1.71 0.33  -0.65
O5 -0.16 -2.52 5.76  0.06
O6 4.60 -4.08 1.34  0.05
O7 2.71 0.45 -3.96  0.05
C7 -3.83 0.35 -6.38  -0.03
H10 -3.35 1.87 -2.82  0.09
H11 -4.29 4.73 2.02  0.10
C8 2.41 3.55 -1.66  0.02
H12 -0.54 2.74 -3.14  0.08
O8 -3.31 -1.41 0.24  0.06
H13 -2.57 0.67 -1.82  0.08
H14 5.10 -2.30 4.00  0.10
O9 -3.83 -2.61 1.95  0.06
H15 -4.45 0.71 -7.19  0.09
H16 -3.54 5.24 0.45  0.10
Cl1 0.68 0.65 -0.93  0.67
H17 5.30 -0.62 3.50  0.10
C9 4.78 -1.28 4.19  0.05
H18 4.97 -0.98 5.21  0.10
O10 -1.72 2.26 2.42  0.08
C10 -3.58 4.49 1.25  -0.04
H19 2.25 -3.63 2.22  0.03
H20 5.02 -0.61 -2.99  0.10
O11 -2.40 3.31 -0.86  0.12
H21 -5.20 -0.45 2.37  0.11
C11 2.74 -4.51 2.65  0.02
H22 -0.34 -2.57 3.00  0.06
Cl2 0.35 -3.44 0.42  0.63
C12 -1.11 -2.93 3.68  0.03
O12 3.01 -1.17 2.73  0.04
O13 -4.03 3.26 0.69  -0.01
O14 3.61 -5.97 1.09  0.07
H23 3.08 2.75 -1.94  0.09
H24 3.23 -4.19 3.57  0.09
C13 0.01 -0.99 -0.71  -0.61
H25 -2.56 4.41 1.62  0.08
N2 -0.91 1.37 2.34  -0.40
O15 2.31 -1.49 -3.10  0.06
O16 -2.96 1.43 -6.04  0.01
H26 4.77 -0.58 -4.76  0.10
O17 -0.10 -4.53 4.99  0.05
H27 -3.25 -0.53 -6.68  0.10
O18 -4.10 1.82 -0.90  0.01
H28 0.12 -1.49 -1.67  0.06
H29 2.07 -5.34 2.76  0.10
N3 3.04 -0.67 -3.62  -0.44
H30 1.37 3.25 -1.62  0.05
C14 -2.06 1.18 -5.10  -0.63
O19 -1.19 0.19 2.23  0.04
H31 -1.61 -3.80 3.27  0.09
N4 3.33 -1.15 3.91  -0.44
N5 -0.41 -3.36 4.92  -0.44
C15 0.53 1.76 2.35  0.05
H32 0.69 2.55 -4.41  0.09
N6 2.87 4.11 -0.37  -0.44
H33 -1.05 -0.93 -0.45  0.05
H34 1.88 -1.75 0.10  0.06
H35 -4.24 0.40 -2.33  0.10
O20 4.07 4.24 -0.22  0.06
H36 0.59 2.73 1.87  0.09
H37 0.77 -1.30 1.33  0.03
N7 3.74 -4.89 1.62  -0.45

Output
- HOMO: -10.847 eV
- Energy above the lowest of the compared OMol25 structures with the same formula, charge and spin: 0.0 kcal per mole
- SMILES: C[N+](=O)[O-].C[N+](=O)[O-].C[N+](=O)[O-].C[N+](=O)[O-].C[N+](=O)[O-].C[N+](=O)[O-].C[N+](=O)[O-].COC(=O)OC.COC(=O)OC.ClCCCl
- LUMO level: -0.25 eV


C4H7N2 | ωB97M-V with the def2-TZVPD basis set

Each line ends with the Löwdin charge.
Cartesian coordinates (Å):
N1 0.85 1.27 -0.46  0.12
H1 1.31 2.11 -0.73  0.18
H2 -0.39 -2.35 1.27  0.10
N2 -0.20 -0.53 -0.87  0.15
H3 -1.95 -1.54 0.90  0.10
C1 -0.96 -1.42 1.33  0.01
H4 -0.75 -1.29 -1.26  0.19
C2 0.46 0.45 -1.43  -0.04
C3 -0.31 -0.34 0.53  -0.22
H5 -1.07 -1.12 2.37  0.10
H6 0.70 1.37 1.61  0.15
C4 0.38 0.81 0.75  0.02
H7 0.80 0.49 -2.45  0.17

Output
- Charge: +1
- HOMO: -14.455 eV
- Energy above the lowest of the compared OMol25 structures with the same formula, charge and spin: 5.8 kcal per mole
- SMILES: Cc1c[nH]c[nH+]1
- LUMO level: -3.38 eV


C14H25BrN4O2Pt | ωB97M-V with the def2-TZVPD basis set

Each line ends with the Löwdin charge.
Cartesian coordinates (Å):
C1 -1.09 -3.22 1.68  -0.11
C2 0.54 -2.06 -2.53  -0.48
H1 -2.13 4.60 1.30  0.20
H2 -1.02 -2.11 -4.03  0.14
H3 -2.04 -3.04 2.21  0.14
C3 0.30 3.19 -0.05  -0.12
N1 -2.10 4.05 0.38  0.22
H4 -1.84 4.69 -0.45  0.21
N2 0.79 -1.50 -4.86  0.21
H5 0.50 -1.03 -5.71  0.19
C4 -0.28 -4.34 1.87  -0.58
H6 2.20 1.52 2.29  0.16
C5 -1.19 2.31 1.95  -0.07
H7 -1.95 -2.04 0.08  0.15
H8 1.22 -2.46 -5.21  0.26
H9 -2.16 1.79 2.07  0.14
H10 0.60 4.26 0.20  0.17
H11 1.49 -5.29 1.18  0.15
C6 -1.11 2.84 0.48  -0.25
H12 -0.59 -0.52 -3.56  0.17
C7 0.98 -3.57 -0.08  0.02
H13 1.61 -1.03 -4.51  0.16
O1 1.72 -2.16 -2.43  0.18
C8 0.08 -2.60 -0.25  -0.46
O2 -0.36 -2.17 -1.56  0.03
N3 1.28 0.93 -0.31  -0.07
C9 1.34 2.21 0.46  -0.35
H14 -1.56 2.03 -0.22  0.16
Br1 -0.73 -5.48 3.31  1.19
H15 2.40 2.75 0.37  0.21
H16 0.64 -0.28 3.03  0.13
N4 -0.06 0.11 2.41  -0.06
C10 1.30 2.13 1.99  -0.11
H17 -3.07 3.78 0.11  0.19
H18 1.39 3.16 2.34  0.16
H19 -0.01 1.74 3.68  0.17
H20 2.21 0.60 -0.49  0.12
C11 0.82 -4.43 1.04  -0.03
H21 -1.14 3.22 2.50  0.12
H22 0.41 3.16 -1.17  0.14
H23 0.95 1.26 -1.25  0.12
C12 -1.02 -2.30 0.62  -0.33
C13 -0.20 -1.54 -3.74  0.00
H24 -1.02 -0.25 2.61  0.14
C14 0.06 1.58 2.60  -0.32
Pt1 0.13 -0.66 0.48  1.45
H25 1.73 -3.83 -0.85  0.16

Output
- Charge: +4
- Multiplicity: 5
- HOMO (spin up / spin down): -17.360 / -21.018 eV
- LUMO level (spin up / spin down): -11.45 / -15.82 eV


C20H28Cl24N2O5S | ωB97M-V with the def2-TZVPD basis set

Each line ends with the Löwdin charge.
Cartesian coordinates (Å):
N1 2.31 -0.81 -0.51  -0.06
Cl1 1.71 6.50 6.08  0.53
Cl2 6.83 0.28 5.41  0.51
Cl3 8.79 2.29 4.76  0.52
H1 1.58 2.06 1.19  0.01
O1 -2.20 -2.31 -4.56  0.11
Cl4 0.66 4.20 4.69  0.49
H2 -2.31 -3.83 -2.72  0.10
H3 4.27 2.83 -0.64  0.09
H4 -4.86 -2.45 0.80  0.06
H5 -3.25 0.95 -4.07  0.08
C1 2.55 -1.96 -1.37  -0.20
C2 -1.42 -3.69 -2.12  -0.35
C3 -1.18 0.24 -4.95  -0.09
H6 -2.91 0.77 -2.32  0.07
C4 -2.64 9.26 7.30  -2.05
C5 -5.64 -2.12 -1.15  -0.16
H7 -0.26 -0.23 -5.24  0.09
Cl5 0.88 5.28 -0.52  0.58
C6 1.80 -3.15 -0.81  -0.15
H8 2.76 3.74 -0.77  -0.01
H9 3.31 2.79 -2.13  0.08
H10 2.36 -3.69 -0.05  0.13
Cl6 6.14 2.46 3.64  0.52
C7 2.58 -0.92 3.66  -2.04
H11 -5.82 -1.08 -0.89  0.07
H12 -2.58 -4.41 -0.45  0.09
Cl7 -0.88 5.44 6.78  0.51
O2 1.46 -4.04 -1.89  0.01
H13 -1.95 0.04 -5.70  0.09
H14 -6.57 -2.66 -1.04  0.07
Cl8 -3.55 8.32 8.49  0.52
C8 -1.91 -3.58 -0.68  -0.38
C9 0.50 -4.94 -1.57  -0.55
H15 -5.30 -2.20 -2.17  0.06
H16 4.09 0.27 -0.45  0.13
Cl9 -1.50 6.36 0.71  0.53
C10 -4.60 -2.73 -0.21  -0.52
H17 3.61 -2.17 -1.40  0.13
O3 -0.63 -4.87 -2.32  0.00
C11 -0.78 -2.40 -2.65  -0.07
H18 -1.07 1.32 -4.90  0.08
H19 -4.65 -3.82 -0.28  0.07
H20 -0.51 -1.70 -1.86  0.10
C12 -0.66 4.88 0.24  -2.02
C13 -1.61 -1.70 -3.69  -0.43
Cl10 -3.73 -9.02 -3.75  0.52
Cl11 -1.67 3.98 -0.91  0.53
Cl12 -0.35 3.87 1.66  0.52
H21 0.16 -2.65 -3.14  0.13
Cl13 2.84 -1.75 5.20  0.53
H22 1.45 1.71 -0.87  0.14
Cl14 -2.64 10.96 7.77  0.53
Cl15 -0.99 8.66 7.22  0.49
C14 -2.94 0.27 -3.28  -0.06
H23 3.26 0.36 -2.01  0.12
Cl16 7.94 0.40 2.75  0.51
Cl17 -3.41 9.10 5.71  0.52
Cl18 4.13 -0.72 2.83  0.53
C15 2.48 1.64 -0.51  -0.44
Cl19 -0.49 6.79 4.24  0.51
S1 -2.94 -2.09 -0.52  0.92
Cl20 1.87 0.67 3.97  0.52
C16 -2.48 -7.77 -3.62  -2.04
Cl21 -3.21 -6.20 -3.97  0.56
O4 0.66 -5.82 -0.72  0.13
H24 2.25 -1.76 -2.40  0.12
H25 0.88 -2.77 -0.37  0.09
C17 3.26 2.82 -1.05  -0.06
H26 1.34 -0.54 -0.60  0.10
Cl22 -1.79 -7.79 -2.00  0.57
H27 -1.11 -3.58 0.05  0.08
H28 -3.64 -0.55 -3.21  0.06
C18 3.11 0.34 -0.92  -0.20
Cl23 -1.21 -8.09 -4.80  0.53
O5 2.44 1.72 0.92  -0.08
N2 -1.59 -0.25 -3.62  -0.16
Cl24 1.49 -1.87 2.66  0.54
C19 7.42 1.36 4.14  -2.07
C20 0.25 5.74 5.45  -2.04

Output
- HOMO: -9.094 eV
- SMILES: CCSC[C@@H](CC(=O)N(C)C)OC(=O)OCCNC[C@H](C)O.ClC(Cl)(Cl)Cl.ClC(Cl)(Cl)Cl.ClC(Cl)(Cl)Cl.ClC(Cl)(Cl)Cl.ClC(Cl)(Cl)Cl.ClC(Cl)(Cl)Cl
- LUMO level: -0.14 eV


C27H25N4O4RuS4 | ωB97M-V with the def2-TZVPD basis set

Each line ends with the Löwdin charge.
Cartesian coordinates (Å):
N1 2.20 0.59 2.43  0.16
H1 2.92 1.00 3.03  0.15
H2 -1.34 -2.09 6.06  0.10
C1 -1.37 0.07 2.76  -0.23
C2 2.19 1.54 7.53  0.00
C3 -1.70 -0.93 3.70  -0.22
C4 -3.97 -0.13 3.69  -0.07
C5 1.94 -0.08 0.06  -0.18
H3 2.19 4.13 5.35  0.10
H4 -2.04 1.75 1.65  0.07
C6 4.10 0.46 1.04  -0.23
C7 2.70 0.30 1.16  -0.19
H5 4.44 -0.20 -2.25  0.10
C8 2.41 -0.19 5.38  -0.03
H6 2.10 2.23 8.35  0.12
H7 0.04 -3.05 5.45  0.09
C9 3.96 -0.08 -1.29  -0.09
C10 -2.64 1.95 -0.97  -1.24
H8 -4.40 1.55 2.43  0.11
H9 3.73 -1.32 6.62  0.10
H10 5.79 0.38 -0.25  0.12
C11 2.97 0.40 7.64  -0.08
S1 -2.43 4.41 0.06  0.93
N2 0.78 1.15 4.15  0.15
H11 6.11 0.32 3.60  0.09
O1 -0.67 -1.73 4.12  -0.09
S2 -0.09 2.59 -0.23  0.54
H12 -4.99 -0.21 4.05  0.11
O2 -5.04 4.73 0.10  -0.06
O3 4.80 0.87 2.17  -0.12
C12 3.10 -0.44 6.55  -0.09
C13 2.59 -0.23 -1.17  -0.13
C14 0.94 0.58 2.91  -0.35
N3 -0.07 0.15 2.23  0.06
H13 0.83 3.63 4.31  0.08
H14 6.43 -0.42 2.01  0.09
C15 -1.75 2.87 -0.45  -1.25
C16 -0.93 -2.61 5.19  -0.08
C17 -0.55 -3.33 -0.11  -0.19
H15 0.57 4.84 5.59  0.09
C18 -0.04 -4.67 -0.02  -0.04
C19 1.59 0.93 5.27  -0.17
C20 -4.14 4.01 -0.20  -1.04
O4 0.74 2.97 6.30  -0.09
H16 3.47 0.18 8.57  0.10
C21 -3.65 0.86 2.78  -0.06
C22 -2.34 0.96 2.33  -0.02
C23 1.11 3.93 5.32  -0.07
S3 -2.21 0.43 -1.61  0.48
S4 -4.34 2.41 -0.93  0.93
H17 2.00 -0.47 -2.05  0.09
H18 0.51 -4.78 0.91  0.10
H19 -0.18 1.41 4.38  0.16
H20 0.63 -4.86 -0.86  0.10
C24 -3.01 -1.02 4.15  -0.02
H21 5.08 -1.02 3.01  0.10
H22 -0.85 -5.40 -0.04  0.10
H23 -3.30 -1.77 4.86  0.10
N4 -0.91 -2.24 -0.16  0.08
H24 2.46 -0.88 4.56  0.11
H25 -1.62 -3.41 4.90  0.09
Ru1 -0.22 -0.12 -0.04  0.87
C25 4.72 0.26 -0.17  -0.02
C26 5.65 -0.12 2.72  -0.08
C27 1.52 1.83 6.35  -0.23

Output
- Multiplicity: 2
- HOMO (spin up / spin down): -6.271 / -6.306 eV
- LUMO level (spin up / spin down): -0.89 / -0.84 eV